Version P
Entry from the Open Molecules 2025 dataset: an isolated molecule of C4H8O3 (the ωB97M-V functional and the def2-TZVPD basis).

Geometry (Å):
1 O 0.231 1.429 -0.797
2 C 0.141 0.805 0.246
3 C -0.924 1.182 1.252
4 O -1.603 2.339 0.871
5 C 1.026 -0.390 0.525
6 C 0.630 -1.519 -0.418
7 O -0.707 -1.876 -0.103
8 H -1.594 0.309 1.325
9 H -0.454 1.310 2.238
10 H -1.276 2.544 -0.021
11 H 2.067 -0.103 0.344
12 H 0.925 -0.727 1.563
13 H 0.721 -1.153 -1.449
14 H 1.304 -2.378 -0.294
15 H -1.165 -2.131 -0.910

Values from the calculation:
- SMILES = O=C(CO)CCO
- Kohn-Sham gap (eV) = 10.913
- spin multiplicity = 1
- LUMO (eV) = 0.73

=====

Version Q
Entry from the Open Molecules 2025 dataset: a cluster of 2 separate species, C4H8O3 in total (the ωB97M-V functional and the def2-TZVPD basis).

Geometry (Å):
1 O -0.820 -2.226 -0.077
2 C -0.744 -1.253 0.616
3 C -0.169 0.081 -0.067
4 C -0.457 1.369 0.727
5 C -0.253 2.592 -0.258
6 O -0.530 3.708 0.090
7 H -0.975 -1.315 1.705
8 H 0.835 -0.052 -0.399
9 H -0.783 0.070 -0.987
10 H 0.333 1.521 1.538
11 H -1.504 1.349 1.206
12 H 0.277 2.404 -1.161
13 O 1.917 -2.495 -0.842
14 H 1.860 -3.171 -1.578
15 H 1.014 -2.583 -0.513

Values from the calculation:
- SMILES = O=CCCC=O.O
- Kohn-Sham gap (eV) = 10.355
- spin multiplicity = 1
- LUMO (eV) = 0.38

=====

Most stable: version P

=====

Version P
Entry from the Open Molecules 2025 dataset: an isolated molecule of C4H8O3 (the ωB97M-V functional and the def2-TZVPD basis).

Geometry (Å):
1 C -2.749 -0.075 -0.057
2 O -1.455 0.193 0.362
3 C -0.476 0.422 -0.507
4 O -0.647 0.881 -1.618
5 C 0.646 -0.187 0.423
6 C 2.000 0.088 -0.102
7 O 2.971 -0.427 0.775
8 H -2.755 -0.930 -0.742
9 H -3.219 -0.335 0.889
10 H -3.168 0.814 -0.517
11 H 0.501 0.210 1.444
12 H 0.440 -1.268 0.549
13 H 2.033 -0.369 -1.098
14 H 2.052 1.180 -0.202
15 H 3.827 -0.196 0.400

Values from the calculation:
- SMILES = COC(=O)CCO
- Kohn-Sham gap (eV) = 11.368
- spin multiplicity = 1
- LUMO (eV) = 0.81

=====

Version Q
Entry from the Open Molecules 2025 dataset: a cluster of 2 separate species, C4H8O3 in total (the ωB97M-V functional and the def2-TZVPD basis).

Geometry (Å):
1 O -1.330 -0.615 -1.900
2 C -0.626 0.311 -1.633
3 C 0.460 0.347 -0.552
4 C 0.163 1.242 0.696
5 C -1.146 0.861 1.386
6 O -2.086 0.569 0.700
7 H -0.645 1.246 -2.247
8 H 0.800 -0.661 -0.338
9 H 1.378 0.724 -1.045
10 H -0.138 2.213 0.258
11 H 1.001 1.346 1.358
12 H -1.146 1.202 2.454
13 O 1.158 -3.210 0.152
14 H 1.357 -2.408 -0.332
15 H 0.799 -3.167 1.044

Values from the calculation:
- SMILES = O=CCCC=O.O
- Kohn-Sham gap (eV) = 10.266
- spin multiplicity = 1
- LUMO (eV) = 0.39

=====

Version R
Entry from the Open Molecules 2025 dataset: a structure of composition C4H8O3 (the ωB97M-V functional and the def2-TZVPD basis).

Geometry (Å):
1 C -1.359 -0.669 0.500
2 C -0.127 0.227 0.874
3 C 0.696 1.056 -0.744
4 C 1.107 -0.131 0.113
5 H -2.232 0.447 -0.839
6 H -2.044 -0.590 1.398
7 H -0.797 -1.679 0.420
8 H 0.076 0.251 2.075
9 H 1.317 1.786 -0.952
10 H 0.181 0.542 -1.683
11 H 1.977 0.452 0.604
12 H 1.975 -1.391 -1.157
13 O -1.861 -0.468 -0.815
14 O -0.186 1.684 0.280
15 O 1.276 -1.516 -0.075

Values from the calculation:
- Kohn-Sham gap (eV) = 9.408
- spin multiplicity = 1
- LUMO (eV) = -0.01

=====

Most stable: version P

=====

Version P
Entry from the Open Molecules 2025 dataset: an isolated molecule of C4H8O3 (the ωB97M-V functional and the def2-TZVPD basis).

Geometry (Å):
1 C 2.630 0.960 0.401
2 O 1.516 0.167 0.804
3 C 0.661 -0.200 -0.175
4 O 0.964 -0.258 -1.342
5 C -0.702 -0.453 0.415
6 C -1.836 -0.574 -0.582
7 O -3.006 -0.403 0.199
8 H 2.262 1.860 -0.097
9 H 3.144 1.230 1.323
10 H 3.311 0.446 -0.280
11 H -0.657 -1.325 1.074
12 H -0.948 0.398 1.059
13 H -1.735 0.215 -1.341
14 H -1.827 -1.547 -1.093
15 H -3.779 -0.517 -0.363

Values from the calculation:
- SMILES = COC(=O)CCO
- Kohn-Sham gap (eV) = 11.398
- spin multiplicity = 1
- LUMO (eV) = 0.85

=====

Version Q
Entry from the Open Molecules 2025 dataset: a cluster of 2 separate species, C4H8O3 in total (the ωB97M-V functional and the def2-TZVPD basis).

Geometry (Å):
1 C 0.061 -0.635 -2.475
2 C -0.244 -0.453 -0.969
3 C 0.916 -0.866 -0.092
4 O 1.224 -0.472 1.014
5 H 0.761 0.115 -2.837
6 H -0.852 -0.572 -3.082
7 H 0.482 -1.629 -2.688
8 H -1.019 -1.204 -0.838
9 H -0.642 0.527 -0.675
10 H 1.543 -1.653 -0.549
11 O -1.139 1.545 1.437
12 C -0.753 1.637 2.579
13 O 0.299 1.021 3.096
14 H -1.248 2.262 3.337
15 H 0.703 0.484 2.373

Values from the calculation:
- SMILES = CCC=O.O=CO
- Kohn-Sham gap (eV) = 10.922
- spin multiplicity = 1
- LUMO (eV) = 0.75

=====

Version R
Entry from the Open Molecules 2025 dataset: a cluster of 2 separate species, C4H8O3 in total (the ωB97M-V functional and the def2-TZVPD basis).

Geometry (Å):
1 O 2.496 -1.704 -0.530
2 C 1.518 -1.079 -0.193
3 C 1.642 0.299 0.432
4 O 2.824 0.426 1.173
5 H 0.502 -1.495 -0.333
6 H 1.582 1.030 -0.393
7 H 0.795 0.500 1.097
8 H 3.499 -0.089 0.706
9 C -2.386 0.565 0.237
10 C -1.714 -0.055 -0.957
11 O -0.746 0.423 -1.504
12 H -1.707 1.267 0.730
13 H -3.263 1.118 -0.120
14 H -2.741 -0.193 0.943
15 H -2.164 -0.992 -1.350

Values from the calculation:
- SMILES = O=CCO.CC=O
- Kohn-Sham gap (eV) = 10.502
- spin multiplicity = 1
- LUMO (eV) = 0.58

=====

Version S
Entry from the Open Molecules 2025 dataset: a cluster of 2 separate species, C4H8O3 in total (the ωB97M-V functional and the def2-TZVPD basis).

Geometry (Å):
1 C 1.465 1.945 -1.167
2 C -0.389 -0.396 -1.820
3 O -0.046 -0.946 -0.659
4 C -0.747 -0.516 0.474
5 O -1.129 0.605 0.619
6 C -0.885 -1.620 1.486
7 O -1.419 -1.140 2.680
8 H 1.375 2.704 -0.387
9 H 1.968 1.063 -0.758
10 H 2.041 2.337 -2.008
11 H 0.407 -0.804 -2.487
12 H 0.458 1.675 -1.503
13 H -1.516 -2.402 1.034
14 H 0.105 -2.065 1.650
15 H -1.705 -0.228 2.520

Values from the calculation:
- Kohn-Sham gap (eV) = 9.233
- spin multiplicity = 1
- LUMO (eV) = -0.20

=====

Most stable: version Q

=====

Version P
Entry from the Open Molecules 2025 dataset: an isolated molecule of C4H8O3 (the ωB97M-V functional and the def2-TZVPD basis).

Geometry (Å):
1 C -1.475 -1.308 -1.111
2 O -0.493 -0.973 -0.168
3 C -0.590 0.167 0.518
4 O -1.494 0.970 0.489
5 C 0.765 0.352 1.096
6 C 1.485 0.574 -0.379
7 O 0.823 1.309 2.128
8 H -2.254 -1.829 -0.562
9 H -0.980 -1.975 -1.821
10 H -1.865 -0.420 -1.614
11 H 1.124 -0.582 1.546
12 H 1.487 -0.319 -1.041
13 H 2.516 0.868 -0.246
14 H 0.940 1.323 -0.980
15 H 0.012 1.844 2.146

Values from the calculation:
- SMILES = COC(=O)[C@@H](C)O
- Kohn-Sham gap (eV) = 11.107
- spin multiplicity = 1
- LUMO (eV) = 0.79

=====

Version Q
Entry from the Open Molecules 2025 dataset: an isolated molecule of C4H8O3 (the ωB97M-V functional and the def2-TZVPD basis).

Geometry (Å):
1 O 1.189 -1.114 -0.838
2 C 0.645 -0.675 0.158
3 C 1.474 -0.006 1.233
4 O 2.831 -0.031 0.914
5 C -0.855 -0.740 0.340
6 C -1.539 0.384 -0.430
7 O -1.153 1.606 0.170
8 H 1.094 1.023 1.336
9 H 1.282 -0.516 2.191
10 H 2.881 -0.476 0.050
11 H -1.204 -1.705 -0.041
12 H -1.127 -0.650 1.397
13 H -1.232 0.340 -1.485
14 H -2.626 0.247 -0.380
15 H -1.716 2.314 -0.162

Values from the calculation:
- SMILES = O=C(CO)CCO
- Kohn-Sham gap (eV) = 10.780
- spin multiplicity = 1
- LUMO (eV) = 0.62

=====

Most stable: version Q

=====

Version P
Entry from the Open Molecules 2025 dataset: a structure of composition C4H8O3 (the ωB97M-V functional and the def2-TZVPD basis).

Geometry (Å):
1 C 0.523 -1.105 -0.399
2 C -1.188 -0.236 0.217
3 C 1.207 1.100 -0.185
4 C 0.033 1.456 -0.792
5 O 1.422 -0.218 0.095
6 O 0.666 -2.344 0.126
7 O -0.942 -0.269 1.600
8 H 0.534 -2.271 1.086
9 H -0.244 0.373 1.794
10 H 0.403 -1.108 -1.477
11 H -1.945 0.512 -0.031
12 H -1.718 -1.150 -0.048
13 H 1.798 1.734 0.456
14 H -0.247 2.501 -0.716
15 H -0.302 1.026 -1.726

Values from the calculation:
- Kohn-Sham gap (eV) = 9.462
- spin multiplicity = 1
- LUMO (eV) = 0.88

=====

Version Q
Entry from the Open Molecules 2025 dataset: an isolated molecule of C4H8O3 (the ωB97M-V functional and the def2-TZVPD basis).

Geometry (Å):
1 C -1.395 1.099 -0.973
2 C -0.539 0.705 0.214
3 O -1.349 0.606 1.373
4 C 0.109 -0.679 0.081
5 O 1.385 -0.658 -0.579
6 C 2.435 -0.987 0.229
7 O 2.443 -1.103 1.423
8 H -2.120 0.301 -1.167
9 H -0.760 1.242 -1.850
10 H -1.928 2.033 -0.758
11 H 0.236 1.471 0.345
12 H -1.411 -0.366 1.519
13 H -0.733 -1.433 -0.315
14 H 0.373 -1.134 1.033
15 H 3.291 -1.160 -0.430

Values from the calculation:
- SMILES = C[C@@H](O)COC=O
- Kohn-Sham gap (eV) = 11.415
- spin multiplicity = 1
- LUMO (eV) = 0.85

=====

Version R
Entry from the Open Molecules 2025 dataset: an isolated molecule of C4H8O3 (the ωB97M-V functional and the def2-TZVPD basis).

Geometry (Å):
1 O 2.519 0.168 1.028
2 C 1.125 0.303 1.211
3 C 0.191 0.034 -0.018
4 O 1.018 -0.081 -1.178
5 C -0.992 -0.964 0.205
6 C -1.873 0.257 -0.024
7 O -0.742 1.124 -0.030
8 H 2.844 -0.524 0.427
9 H 0.973 1.374 1.446
10 H 0.738 -0.334 2.029
11 H 1.472 0.765 -1.166
12 H -1.227 -1.802 -0.449
13 H -0.965 -1.315 1.255
14 H -2.434 0.296 -0.975
15 H -2.486 0.433 0.851

Values from the calculation:
- SMILES = OC[C@@]1(O)CCO1
- Kohn-Sham gap (eV) = 10.896
- spin multiplicity = 1
- LUMO (eV) = 0.85

=====

Most stable: version Q

=====

Version P
Entry from the Open Molecules 2025 dataset: an isolated molecule of C4H8O3 (the ωB97M-V functional and the def2-TZVPD basis).

Geometry (Å):
1 C 0.304 -1.803 1.006
2 C -0.596 -0.444 0.640
3 O -0.442 0.740 1.380
4 C -0.038 -0.231 -0.716
5 O -0.520 1.008 -1.498
6 C 0.022 2.212 -1.300
7 O 0.611 2.587 -0.305
8 H 1.002 -1.608 1.822
9 H 0.953 -2.256 0.217
10 H -0.347 -2.633 1.288
11 H -1.677 -0.693 0.651
12 H 0.050 1.446 0.852
13 H -0.288 -1.100 -1.322
14 H 1.037 -0.135 -0.564
15 H -0.070 2.910 -2.152

Values from the calculation:
- SMILES = C[C@@H](O)COC=O
- Kohn-Sham gap (eV) = 10.986
- spin multiplicity = 1
- LUMO (eV) = 0.85

=====

Version Q
Entry from the Open Molecules 2025 dataset: an isolated molecule of C4H8O3 (the ωB97M-V functional and the def2-TZVPD basis).

Geometry (Å):
1 C 2.608 -0.049 0.167
2 O 1.268 0.493 0.075
3 C 0.317 -0.456 0.114
4 O 0.591 -1.632 0.206
5 C -1.179 -0.047 0.194
6 C -1.824 1.122 -0.545
7 O -1.936 -1.203 -0.130
8 H 2.650 -0.819 0.936
9 H 3.292 0.763 0.416
10 H 2.917 -0.500 -0.780
11 H -1.271 0.233 1.267
12 H -1.160 1.975 -0.615
13 H -2.710 1.405 0.036
14 H -2.217 0.846 -1.528
15 H -1.490 -1.654 -0.879

Values from the calculation:
- SMILES = COC(=O)[C@@H](C)O
- Kohn-Sham gap (eV) = 11.160
- spin multiplicity = 1
- LUMO (eV) = 0.80

=====

Version R
Entry from the Open Molecules 2025 dataset: an isolated molecule of C4H8O3 (the ωB97M-V functional and the def2-TZVPD basis).

Geometry (Å):
1 O -1.165 1.795 2.279
2 C -0.418 1.403 1.385
3 O 0.809 2.077 1.215
4 C -0.704 0.165 0.585
5 C 0.349 0.007 -0.538
6 C 0.676 -1.374 -0.952
7 O -0.383 -2.012 -1.568
8 H 0.819 2.811 1.982
9 H -0.924 -0.585 1.415
10 H -1.771 0.239 0.261
11 H 1.175 0.632 -0.451
12 H -0.257 0.384 -1.363
13 H 0.741 -2.078 -0.127
14 H 1.595 -1.600 -1.636
15 H -0.542 -1.865 -2.487

Values from the calculation:
- SMILES = O=C(O)CCCO
- Kohn-Sham gap (eV) = 10.930
- spin multiplicity = 1
- LUMO (eV) = 0.69

=====

Most stable: version Q

=====

Version P
Entry from the Open Molecules 2025 dataset: a cluster of 3 separate species, C4H8O3 in total (the ωB97M-V functional and the def2-TZVPD basis).

Geometry (Å):
1 C 0.756 1.343 -1.548
2 C 0.507 0.007 2.126
3 C -0.543 0.908 1.825
4 O -1.293 0.839 0.859
5 C 0.860 0.088 -2.202
6 O 0.719 -0.976 -1.634
7 H 0.299 1.361 -0.548
8 H 0.902 2.252 -2.087
9 H 0.662 -0.945 1.672
10 H 1.239 0.384 2.845
11 H -0.612 1.781 2.480
12 H 0.945 0.116 -3.306
13 H -1.042 -0.983 0.402
14 H -0.395 -1.960 -0.485
15 O -0.920 -1.939 0.316

Values from the calculation:
- Kohn-Sham gap (eV) = 4.056
- spin multiplicity = 1
- LUMO (eV) = -4.11

=====

Version Q
Entry from the Open Molecules 2025 dataset: an isolated molecule of C4H8O3 (the ωB97M-V functional and the def2-TZVPD basis).

Geometry (Å):
1 C 0.693 -1.192 -1.169
2 C 0.342 -0.078 -0.540
3 C 1.051 1.233 -0.681
4 C -0.711 -0.192 0.539
5 O -1.858 -0.752 0.018
6 O -1.084 1.013 1.133
7 O -0.102 -1.073 1.541
8 H 0.148 -2.107 -1.026
9 H 1.489 -1.200 -1.893
10 H 1.727 1.195 -1.531
11 H 0.334 2.041 -0.825
12 H 1.639 1.452 0.213
13 H -2.608 -0.442 0.541
14 H -0.303 1.453 1.485
15 H -0.757 -1.351 2.195

Values from the calculation:
- SMILES = C=C(C)C(O)(O)O
- Kohn-Sham gap (eV) = 10.264
- spin multiplicity = 1
- LUMO (eV) = 0.67

=====

Most stable: version Q

=====

Version P
Entry from the Open Molecules 2025 dataset: an isolated molecule of C6H9N3O3S (the ωB97M-V functional and the def2-TZVPD basis).

Geometry (Å):
1 C 0.302 0.667 -1.430
2 C -0.478 -0.090 -0.456
3 C 2.250 1.389 -0.181
4 C 3.005 1.476 0.959
5 C -0.262 1.135 -2.730
6 C -1.848 -0.622 -0.921
7 N 1.392 1.290 -1.001
8 N 0.164 -0.183 0.655
9 N -0.734 -2.319 1.981
10 O 3.996 2.070 1.359
11 O 0.962 -0.767 2.938
12 O -1.320 0.042 2.617
13 S -0.239 -0.756 2.135
14 H 2.173 0.904 1.447
15 H 0.529 1.718 -3.103
16 H -0.411 0.247 -3.341
17 H -1.309 1.479 -2.509
18 H -2.384 -1.103 0.004
19 H -2.415 0.292 -1.265
20 H -1.658 -1.429 -1.720
21 H -1.680 -2.553 2.195
22 H -0.035 -2.884 2.365

Values from the calculation:
- Kohn-Sham gap (alpha / beta) (eV) = 7.314 / 7.313
- spin multiplicity = 1
- LUMO (alpha / beta) (eV) = -1.03 / -1.03

=====

Version Q
Entry from the Open Molecules 2025 dataset: an isolated molecule of C6H9N3O3S (the ωB97M-V functional and the def2-TZVPD basis).

Geometry (Å):
1 C 2.203 -1.310 0.371
2 C 0.743 -1.110 0.191
3 N -0.142 -2.127 0.354
4 C -1.321 -1.661 0.226
5 C -2.539 -2.428 0.279
6 O -2.623 -3.440 0.947
7 N -1.195 -0.219 -0.014
8 S -2.393 0.882 0.161
9 N -2.336 1.560 -1.382
10 O -3.634 0.213 0.326
11 O -1.972 1.894 1.151
12 C 0.131 0.106 0.073
13 C 0.723 1.455 0.074
14 H 2.588 -0.681 1.140
15 H 2.383 -2.339 1.032
16 H 2.836 -1.337 -0.453
17 H -3.267 -2.138 -0.448
18 H -2.523 2.534 -1.409
19 H -2.868 1.228 -2.053
20 H 1.020 1.957 -0.988
21 H 0.106 2.259 0.498
22 H 1.758 1.395 0.408

Values from the calculation:
- SMILES = Cc1nc(C=O)n(S(N)(=O)=O)c1C
- Kohn-Sham gap (eV) = 9.033
- spin multiplicity = 1
- LUMO (eV) = -0.07

=====

Most stable: version Q